(A)
Density functional theory data (ωB97M-V/def2-TZVPD) for an isolated ion of composition C7H15N2OS and charge +1.

Last columns: bonded neighbours and bond lengths (Å).
Element x y z (Å)
1 C 0.74 -0.37 0.02  C3 1.501, N8 1.306, S11 1.648
2 C -2.28 0.01 -0.09  C4 1.448, C5 1.474, N9 1.367, S11 2.167
3 C 2.24 -0.44 -0.03  C1 1.501, C6 1.559, C7 1.547, N8 1.439
4 C -3.25 -0.51 0.85  C2 1.448, H12 1.100, H13 1.096, H14 1.144
5 C -1.88 1.40 0.19  C2 1.474, H15 1.113, H16 1.087, H17 1.067
6 C 2.86 -0.95 -1.37  C3 1.559, H18 1.214, H19 1.107, H20 1.152
7 C 3.09 -0.54 1.26  C3 1.547, H21 1.096, H22 1.211, H23 1.035
8 N 1.42 0.73 -0.18  C1 1.306, C3 1.439, O10 1.322
9 N -2.67 -0.28 -1.36  C2 1.367, H24 0.974, H25 1.037
10 O 1.32 2.05 -0.17  N8 1.322, H26 1.006
11 S -0.59 -1.34 0.10  C1 1.648, C2 2.167
12 H -3.33 -1.60 0.79  C4 1.100
13 H -4.17 0.03 0.61  C4 1.096
14 H -3.03 -0.40 1.97  C4 1.144
15 H -1.12 1.74 -0.55  C5 1.113
16 H -1.64 1.58 1.24  C5 1.087
17 H -2.80 1.88 -0.07  C5 1.067
18 H 4.02 -0.65 -1.52  C6 1.214
19 H 2.39 -0.36 -2.18  C6 1.107
20 H 2.80 -2.10 -1.29  C6 1.152
21 H 3.51 -1.55 1.32  C7 1.096
22 H 2.30 -0.33 2.16  C7 1.211
23 H 3.83 0.18 1.30  C7 1.035
24 H -3.21 -1.09 -1.32  N9 0.974
25 H -2.40 0.31 -2.17  N9 1.037
26 H 1.87 2.57 0.49  O10 1.006

Summary:
LUMO in eV: -3.33
HOMO in eV: -12.886
HOMO-LUMO gap in eV: 9.6
Total charge: +1


(B)
Density functional theory data (ωB97M-V/def2-TZVPD) for an isolated ion of composition C7H15N2OS and charge +1.

Last columns: bonded neighbours and bond lengths (Å).
Element x y z (Å)
1 C 1.20 -0.32 -0.29  C3 1.546, N8 1.177, O10 1.422
2 C -0.86 -0.09 -0.54  N9 1.349, O10 1.314, S11 1.858
3 C 2.49 -0.71 -1.06  C1 1.546, H12 1.071, H13 1.089, H14 1.163
4 C 1.38 -0.67 2.00  N8 1.382, H15 1.098, H16 1.112, H17 1.149
5 C -2.71 1.09 0.29  N9 1.400, H18 1.069, H19 1.176, H20 1.140
6 C -1.25 2.26 -1.27  N9 1.478, H21 1.174, H22 1.066, H23 1.079
7 C -0.48 -2.82 -0.01  S11 1.854, H24 1.158, H25 1.102, H26 1.088
8 N 0.79 -0.29 0.81  C1 1.177, C4 1.382
9 N -1.65 0.99 -0.62  C2 1.349, C5 1.400, C6 1.478
10 O 0.22 -0.02 -1.28  C1 1.422, C2 1.314
11 S -1.84 -1.68 -0.54  C2 1.858, C7 1.854
12 H 2.98 -1.40 -0.40  C3 1.071
13 H 3.13 0.14 -1.31  C3 1.089
14 H 2.11 -1.11 -2.08  C3 1.163
15 H 1.72 0.28 2.44  C4 1.098
16 H 0.64 -1.07 2.73  C4 1.112
17 H 2.32 -1.31 1.81  C4 1.149
18 H -2.63 1.91 0.97  C5 1.069
19 H -2.52 0.11 0.91  C5 1.176
20 H -3.74 1.12 -0.21  C5 1.140
21 H -1.94 3.17 -1.00  C6 1.174
22 H -1.19 2.09 -2.32  C6 1.066
23 H -0.25 2.56 -0.99  C6 1.079
24 H -0.75 -3.91 -0.31  C7 1.158
25 H -0.41 -2.75 1.08  C7 1.102
26 H 0.45 -2.45 -0.43  C7 1.088

Summary:
LUMO in eV: -4.05
HOMO in eV: -13.282
HOMO-LUMO gap in eV: 9.2
Total charge: +1


Of the structures shown above, (B) is the most stable.